(1)
{"formula": "C25H22Br45ClF9O4S", "method": "the ωB97M-V functional and the def2-TZVPD basis", "symbols": ["O", "C", "Cl", "C", "C", "C", "C", "C", "O", "S", "O", "O", "C", "F", "F", "C", "F", "F", "C", "F", "F", "C", "F", "F", "F", "H", "H", "H", "H", "H", "H", "H", "C", "Br", "Br", "Br", "H", "C", "Br", "Br", "Br", "H", "C", "Br", "Br", "Br", "H", "C", "Br", "Br", "Br", "H", "C", "Br", "Br", "Br", "H", "C", "Br", "Br", "Br", "H", "C", "Br", "Br", "Br", "H", "C", "Br", "Br", "Br", "H", "C", "Br", "Br", "Br", "H", "C", "Br", "Br", "Br", "H", "C", "Br", "Br", "Br", "H", "C", "Br", "Br", "Br", "H", "C", "Br", "Br", "Br", "H", "C", "Br", "Br", "Br", "H", "C", "Br", "Br", "Br", "H"], "positions_angstrom": [[-5.4959, 4.5075, -2.2150], [-4.4160, 3.8998, -2.2293], [-4.0307, 2.5189, -3.4027], [-3.1989, 4.2956, -1.2358], [-2.7521, 2.9642, -0.4294], [-3.8356, 2.8746, 0.7842], [-4.3341, 1.2362, 0.8438], [-3.0754, 0.1420, 0.6900], [-3.8662, 0.4605, 2.0497], [-1.0516, 3.0962, 0.2539], [-0.1751, 2.1978, -0.6161], [-0.9198, 2.5322, 1.6675], [-0.2804, 4.7977, 0.1957], [0.0324, 5.0276, -1.2028], [-1.1682, 5.8430, 0.5517], [1.1786, 4.9123, 0.9621], [2.0801, 5.6181, 0.0892], [1.7953, 3.6156, 1.1115], [1.1044, 5.5174, 2.4291], [0.1857, 4.8150, 3.2525], [2.4068, 5.2494, 3.0315], [0.8067, 7.0883, 2.5493], [1.7030, 7.8069, 3.3709], [-0.4515, 7.2033, 3.2126], [0.7482, 7.7889, 1.3438], [-3.5997, 5.0942, -0.5135], [-2.3858, 4.7232, -1.9093], [-4.7832, 3.4685, 0.5594], [-3.3803, 3.0968, 1.8020], [-5.3751, 0.9512, 0.3317], [-2.1102, 0.3403, 1.2550], [-3.3170, -0.9655, 0.5504], [1.2119, -0.6641, 2.7497], [0.7854, -1.9625, 1.3740], [1.5782, 1.0878, 1.9990], [-0.1628, -0.5889, 4.1182], [2.1235, -1.0019, 3.2336], [-6.6419, -0.2189, 4.4757], [-7.3585, 0.5706, 2.8545], [-4.7112, -0.3742, 4.4094], [-7.2339, 0.7280, 6.0621], [-7.0417, -1.2304, 4.5411], [-0.3487, -1.3067, -2.2816], [-0.3714, -2.6646, -3.6699], [1.4405, -0.6305, -1.9636], [-1.5998, 0.1268, -2.6478], [-0.6779, -1.7889, -1.3600], [-1.5038, -5.0780, -0.0855], [0.3661, -5.2430, -0.5735], [-1.8464, -5.7535, 1.7000], [-2.1441, -3.2618, -0.3052], [-2.0699, -5.7011, -0.7757], [3.6295, 6.3899, -3.3785], [5.0360, 6.8158, -2.1110], [2.2121, 5.3542, -2.5588], [2.9457, 7.9784, -4.2583], [4.0759, 5.7668, -4.1506], [-5.2573, -3.9175, 6.4893], [-3.8271, -4.6732, 5.4211], [-6.7741, -3.3998, 5.3977], [-5.7808, -5.0989, 7.9359], [-4.8684, -3.0081, 6.9449], [-4.2400, 1.4653, 9.1340], [-5.5696, 2.4926, 10.1035], [-4.9155, -0.2763, 8.6148], [-3.5374, 2.4449, 7.6159], [-3.4094, 1.2949, 9.8159], [5.3160, 0.0780, 2.6728], [4.8511, 0.7667, 0.9222], [4.6108, -1.7061, 2.9596], [7.2286, 0.1502, 2.9893], [4.8466, 0.7302, 3.4075], [2.8134, 2.7582, -5.7129], [4.2203, 3.1704, -4.4422], [1.3917, 1.7304, -4.8941], [2.1397, 4.3539, -6.5873], [3.2570, 2.1345, -6.4863], [5.6175, 8.3676, 3.2453], [4.7840, 10.1075, 3.4471], [7.1100, 8.1385, 4.4652], [4.3289, 6.9291, 3.4029], [6.0225, 8.3238, 2.2361], [-2.4817, -8.7851, -2.5999], [-3.2899, -8.6648, -0.8410], [-3.7680, -9.3144, -3.9515], [-1.5632, -7.1476, -3.0807], [-1.7289, -9.5698, -2.5520], [2.0735, -9.0892, -4.8485], [0.7209, -10.4075, -4.4044], [1.4892, -7.9129, -6.2752], [2.6525, -8.0979, -3.2864], [2.9399, -9.6346, -5.2197], [2.0475, -11.4108, -8.0109], [1.6214, -10.7144, -9.7696], [1.3021, -13.1794, -7.7356], [3.9550, -11.3689, -7.6612], [1.5763, -10.7503, -7.2847], [0.7641, -10.0737, -13.5730], [-0.5931, -9.0718, -12.6161], [0.1250, -11.8256, -14.1046], [1.4683, -9.0755, -15.0790], [1.5901, -10.2323, -12.8820], [7.8245, 6.6211, 7.9159], [9.3808, 7.0470, 8.9928], [7.5394, 4.7077, 7.7863], [6.2398, 7.5445, 8.5434], [8.0254, 6.9818, 6.9092]], "lowdin_charge": [-0.005, -0.671, 0.539, -0.215, -0.334, -0.137, -0.179, -0.032, -0.415, 0.737, -0.456, -0.463, -0.314, -0.132, 0.055, -0.186, -0.055, -0.050, -0.168, 0.105, -0.089, -0.328, 0.000, 0.086, 0.123, 0.115, 0.111, 0.101, 0.105, 0.134, 0.096, 0.030, -1.561, 0.545, 0.698, 0.578, -0.128, -1.606, 0.598, 0.673, 0.526, -0.167, -1.617, 0.524, 0.534, 0.603, -0.182, -1.572, 0.532, 0.555, 0.670, -0.110, -1.614, 0.554, 0.727, 0.549, -0.118, -1.592, 0.565, 0.653, 0.558, -0.058, -1.603, 0.551, 0.525, 0.570, -0.030, -1.594, 0.557, 0.616, 0.552, -0.023, -1.579, 0.597, 0.575, 0.562, -0.030, -1.572, 0.570, 0.573, 0.749, -0.027, -1.599, 0.584, 0.562, 0.583, -0.058, -1.604, 0.583, 0.586, 0.581, -0.058, -1.622, 0.565, 0.566, 0.572, -0.104, -1.633, 0.548, 0.556, 0.561, -0.060, -1.634, 0.549, 0.559, 0.550, -0.098], "gap_ev": 5.71, "total_charge": -1, "e_lumo_ev": 0.5, "homo_ha": -0.19213}

=====

(2)
{"formula": "C25H22BrINO2PdS2SeSi", "method": "the ωB97M-V functional and the def2-TZVPD basis", "symbols": ["Pd", "S", "C", "C", "C", "C", "C", "C", "S", "H", "H", "H", "H", "I", "C", "C", "C", "C", "C", "C", "C", "C", "C", "C", "H", "H", "H", "H", "H", "H", "Br", "C", "C", "N", "C", "C", "C", "C", "O", "O", "H", "H", "H", "C", "Si", "C", "C", "Se", "H", "H", "H", "H", "H", "H", "H", "H", "H"], "positions_angstrom": [[0.2804, -0.3209, 0.4373], [2.8115, -0.9966, 0.0263], [3.4200, 0.5067, -0.5443], [4.8164, 0.7190, -0.5460], [5.3666, 1.8791, -1.0432], [4.5270, 2.8844, -1.5305], [3.1603, 2.7066, -1.5151], [2.5808, 1.5126, -1.0452], [0.8565, 1.3529, -1.1800], [5.4482, -0.0637, -0.1381], [6.4418, 2.0181, -1.0484], [4.9485, 3.8052, -1.9165], [2.4969, 3.4902, -1.8664], [-1.0153, -1.6538, 2.5658], [-1.3978, -3.1741, 1.1867], [-2.2118, -4.1895, 1.5917], [-2.4686, -5.2687, 0.7168], [-1.8773, -5.2964, -0.5098], [-1.0246, -4.2477, -0.9408], [-0.4192, -4.2951, -2.2187], [0.3409, -3.2560, -2.6605], [0.5359, -2.1177, -1.8482], [0.0091, -2.0539, -0.5971], [-0.7896, -3.1221, -0.0939], [-2.6569, -4.1669, 2.5785], [-3.1319, -6.0658, 1.0323], [-2.0560, -6.1226, -1.1901], [-0.5822, -5.1720, -2.8360], [0.7966, -3.2870, -3.6430], [1.1072, -1.2897, -2.2318], [0.6151, 5.7484, 5.4350], [1.2878, 3.9950, 5.1601], [2.1237, 3.4361, 6.1117], [2.6218, 2.2065, 5.9846], [2.2937, 1.5097, 4.8909], [1.4680, 2.0025, 3.8899], [0.9479, 3.2798, 4.0293], [1.1340, 1.1710, 2.6693], [0.2426, 1.6179, 1.8895], [1.7358, 0.0961, 2.5093], [2.4007, 3.9927, 7.0005], [2.7028, 0.5111, 4.7979], [0.2971, 3.6736, 3.2600], [-2.7370, 2.3774, -2.9305], [-3.2981, 0.7412, -2.2165], [-3.1454, -0.5297, -3.5871], [-5.1085, 0.8700, -1.7546], [-2.2652, 0.1404, -0.3137], [-3.4144, 2.6994, -3.7316], [-1.7285, 2.2860, -3.3465], [-2.7136, 3.1546, -2.1607], [-3.8554, -0.3099, -4.3953], [-3.3502, -1.5359, -3.2085], [-2.1346, -0.5258, -4.0080], [-5.7116, 1.1618, -2.6217], [-5.2520, 1.6091, -0.9614], [-5.4700, -0.0935, -1.3835]], "nbo_charge": [0.740, -0.085, -0.096, -0.259, -0.225, -0.251, -0.208, -0.290, 0.115, 0.210, 0.202, 0.202, 0.209, 0.346, -0.095, -0.260, -0.221, -0.197, 0.037, -0.237, -0.193, -0.269, 0.038, -0.212, 0.218, 0.210, 0.204, 0.202, 0.210, 0.247, 0.030, -0.136, -0.001, -0.417, 0.057, -0.161, -0.164, 0.737, -0.731, -0.729, 0.193, 0.219, 0.256, -1.132, 1.464, -1.131, -1.119, -0.629, 0.221, 0.241, 0.242, 0.220, 0.239, 0.237, 0.225, 0.240, 0.238], "de_lowest_ev": 2.363, "gap_ev": [5.01, 5.01], "total_charge": -1, "e_lumo_ev": [0.6, 0.6], "homo_ha": [-0.16148, -0.16128]}

=====

(3)
{"formula": "C25H22ClN5PdS2Se2", "method": "the ωB97M-V functional and the def2-TZVPD basis", "symbols": ["Pd", "C", "S", "C", "S", "N", "N", "C", "C", "C", "C", "C", "C", "N", "H", "H", "H", "H", "H", "H", "H", "H", "Se", "Se", "C", "C", "C", "C", "C", "N", "C", "C", "C", "C", "C", "N", "H", "H", "H", "H", "H", "H", "H", "H", "Cl", "C", "C", "C", "C", "C", "C", "C", "H", "H", "H", "H", "H", "H"], "positions_angstrom": [[0.7103, -0.2278, 0.1167], [4.2066, 3.4459, 1.4146], [4.2354, 2.8795, -0.2949], [2.9663, 1.7002, -0.3698], [2.0040, 1.3415, 1.0417], [2.8146, 1.1390, -1.5262], [1.8014, 0.1926, -1.4729], [1.5504, -0.4304, -2.5653], [0.5335, -1.4793, -2.5343], [0.1852, -2.2377, -3.6333], [-0.7669, -3.2392, -3.4704], [-1.3230, -3.4418, -2.2204], [-0.9232, -2.6303, -1.1645], [-0.0161, -1.6713, -1.3204], [5.0577, 4.1210, 1.4850], [4.3503, 2.6230, 2.1102], [3.2966, 3.9945, 1.6442], [2.1149, -0.1928, -3.4601], [0.6522, -2.0542, -4.5914], [-1.0621, -3.8530, -4.3109], [-2.0553, -4.2190, -2.0515], [-1.3187, -2.7513, -0.1645], [0.3929, -2.8782, 2.4774], [0.3421, -0.5812, 2.9840], [-1.4214, -0.1870, 2.3524], [-2.3905, 0.2789, 3.2236], [-3.6581, 0.5261, 2.7127], [-3.9063, 0.2692, 1.3762], [-2.8621, -0.1853, 0.5854], [-1.6293, -0.3872, 1.0503], [2.0946, -2.9613, 1.5588], [2.8777, -4.0588, 1.8861], [4.0932, -4.2057, 1.2340], [4.4868, -3.2401, 0.3227], [3.6376, -2.1726, 0.0849], [2.4476, -2.0390, 0.6748], [-2.1708, 0.4159, 4.2730], [-4.4470, 0.8827, 3.3628], [-4.8915, 0.4069, 0.9517], [-3.0157, -0.4035, -0.4668], [2.5551, -4.7679, 2.6362], [4.7308, -5.0513, 1.4568], [5.4365, -3.3020, -0.1903], [3.9201, -1.3843, -0.6064], [-5.5285, 4.5435, 0.5125], [-4.0950, 3.7752, 0.0550], [-2.9426, 3.9725, 0.8355], [-1.7804, 3.3674, 0.4500], [-1.7483, 2.5449, -0.7141], [-0.5558, 2.0214, -1.1490], [-2.9450, 2.3414, -1.4616], [-4.1029, 2.9635, -1.0942], [-2.9926, 4.6075, 1.7090], [-0.8695, 3.5067, 1.0213], [-0.5037, 1.4344, -2.0557], [0.3619, 2.3697, -0.7018], [-2.9178, 1.7161, -2.3465], [-5.0159, 2.8526, -1.6626]], "nbo_charge": [0.780, -0.759, 0.412, -0.104, -0.049, -0.372, -0.235, 0.092, 0.110, -0.192, -0.124, -0.224, 0.074, -0.466, 0.263, 0.242, 0.233, 0.245, 0.250, 0.252, 0.252, 0.233, 0.228, 0.266, 0.020, -0.246, -0.130, -0.250, 0.048, -0.530, 0.036, -0.252, -0.127, -0.236, 0.056, -0.526, 0.255, 0.247, 0.244, 0.205, 0.247, 0.246, 0.246, 0.203, 0.166, 0.084, -0.251, -0.078, -0.118, -0.084, -0.074, -0.266, 0.263, 0.246, 0.215, 0.234, 0.238, 0.264], "de_lowest_ev": 1.067, "gap_ev": 5.48, "total_charge": 2, "e_lumo_ev": -8.0, "homo_ha": -0.49582}

=====

(4)
{"formula": "C25H22GaI2N3O5Si", "method": "the ωB97M-V functional and the def2-TZVPD basis", "symbols": ["Ga", "I", "C", "C", "C", "I", "C", "C", "C", "C", "N", "C", "C", "O", "H", "H", "H", "H", "O", "C", "O", "C", "C", "C", "C", "C", "C", "N", "O", "O", "H", "H", "H", "H", "C", "Si", "C", "C", "N", "C", "C", "C", "C", "C", "C", "H", "H", "H", "H", "H", "H", "H", "H", "H", "H", "H", "H", "H", "H"], "positions_angstrom": [[1.1319, -0.6862, -0.2767], [6.0314, -1.6245, -1.2062], [4.9911, -1.3911, 0.5723], [5.6711, -1.4950, 1.8045], [5.0258, -1.3385, 2.9993], [6.1157, -1.5152, 4.7691], [3.6356, -1.0563, 3.0200], [2.8421, -0.8631, 4.1708], [1.5056, -0.5879, 4.0560], [0.9338, -0.4936, 2.7812], [1.6499, -0.6686, 1.6941], [2.9765, -0.9565, 1.7815], [3.6411, -1.1338, 0.5271], [2.9399, -1.0226, -0.5801], [6.7314, -1.7041, 1.7903], [3.3032, -0.9337, 5.1469], [0.8871, -0.4421, 4.9286], [-0.1177, -0.2724, 2.6490], [-0.8468, -4.1152, -0.8449], [-0.8834, -2.9604, -0.5008], [0.2018, -2.2461, -0.3035], [-2.2087, -2.2656, -0.3034], [-2.3244, -1.0343, 0.3284], [-3.5618, -0.4313, 0.4777], [-4.6699, -1.0824, -0.0273], [-4.5916, -2.3121, -0.6564], [-3.3489, -2.9053, -0.7819], [-5.9861, -0.4271, 0.0927], [-6.0422, 0.6107, 0.7206], [-6.9322, -0.9654, -0.4424], [-1.4446, -0.5185, 0.6911], [-3.6745, 0.5298, 0.9556], [-5.4871, -2.7799, -1.0365], [-3.2381, -3.8686, -1.2577], [1.0833, 3.4541, -2.1495], [0.9941, 2.4461, -0.5845], [2.7169, 2.2329, 0.1171], [-0.0324, 3.2848, 0.7466], [0.3792, 0.8483, -0.9758], [-0.7083, 0.6770, -1.8632], [-0.7122, -0.3650, -2.7920], [-1.8060, -0.5894, -3.6112], [-2.9148, 0.2426, -3.5489], [-2.9057, 1.3066, -2.6593], [-1.8203, 1.5195, -1.8239], [1.4381, 4.4671, -1.9555], [0.1209, 3.5233, -2.6554], [1.7869, 2.9725, -2.8320], [3.1704, 3.2202, 0.2242], [3.3595, 1.6427, -0.5373], [2.7162, 1.7790, 1.1103], [0.5507, 4.0652, 1.2395], [-0.3104, 2.5492, 1.5065], [-0.9494, 3.7449, 0.3800], [0.1564, -1.0122, -2.8759], [-1.7858, -1.4172, -4.3078], [-3.7694, 0.0679, -4.1877], [-3.7591, 1.9696, -2.5981], [-1.8553, 2.3274, -1.1048]], "nbo_charge": [1.988, 0.199, -0.222, -0.208, -0.175, 0.167, -0.133, -0.085, -0.263, 0.106, -0.574, 0.186, 0.292, -0.820, 0.241, 0.239, 0.239, 0.216, -0.578, 0.794, -0.909, -0.059, -0.221, -0.136, 0.007, -0.194, -0.177, 0.532, -0.380, -0.371, 0.207, 0.240, 0.251, 0.247, -1.137, 1.835, -1.140, -1.135, -1.351, 0.154, -0.257, -0.187, -0.242, -0.207, -0.222, 0.241, 0.249, 0.245, 0.249, 0.252, 0.227, 0.241, 0.227, 0.238, 0.215, 0.219, 0.218, 0.216, 0.203], "gap_ev": 7.22, "e_lumo_ev": -1.2, "homo_ha": -0.30933}

=====

Number 1: electronic energy -3234186.477 eV. Number 2: electronic energy -208387.638 eV. Number 3: electronic energy -202082.257 eV. Number 4: electronic energy -117447.407 eV.